Entry 1:
The following is a quantum chemistry calculation of the ion C7H9N4S with charge +1 in a non-equilibrium geometry, from the Open Molecules 2025 dataset.

```
! RIJCOSX wB97M-V def2-TZVPD def2/J DEFGRID3
* xyz 1 1
S 2.694 -3.863 -1.565
N -1.312 0.595 0.938
N 0.241 -2.629 -1.009
N -0.096 -1.295 -0.740
N 2.026 -0.425 -0.110
C -1.002 -0.747 -1.745
C 2.233 1.362 1.423
C 0.862 1.414 1.549
C 2.782 0.406 0.580
C 1.340 -3.191 -1.331
C 0.048 0.519 0.843
C 0.716 -0.401 0.000
H 3.846 0.307 0.443
H -1.664 1.199 1.662
H -0.608 -3.203 -1.030
H -2.045 -0.903 -1.462
H 0.397 2.130 2.209
H -1.865 -0.227 0.774
H -0.829 0.320 -1.854
H 2.865 2.033 1.978
H -0.829 -1.212 -2.715
*
```

As for the energy: -889.02158 Ha. The HOMO energy is -11.5 eV. The value obtained for the HOMO-LUMO gap is 5.87 eV. The largest force on an atom comes out at 1.6 eV/A. The value obtained for the energy relative to the best compared isomer or geometry (same formula, charge and spin) is 152.1 kJ/mol. The molar mass comes out at 181.24 g/mol.

=====

Entry 2:
The following is a quantum chemistry calculation of an isolated molecule of C2H7ClNOP in a non-equilibrium geometry, from the Open Molecules 2025 dataset.

```
! RIJCOSX wB97M-V def2-TZVPD def2/J DEFGRID3
* xyz 0 1
Cl 2.183 -0.960 -0.134
P 0.202 -0.951 0.448
O 0.697 2.007 1.554
N -0.375 0.575 -0.184
C -0.429 1.764 0.752
C -0.397 -2.083 -0.872
H -1.324 1.590 1.365
H -0.500 -3.044 -0.390
H 0.268 -2.337 -1.615
H 1.481 1.780 1.053
H -0.651 2.647 0.059
H 0.278 0.811 -0.828
H -1.434 -1.802 -1.208
*
```

As for the energy: -1011.94984 Ha. The HOMO energy is -9.3 eV. The value obtained for the HOMO-LUMO gap is 10.17 eV. The largest force on an atom comes out at 4.0 eV/A. The value obtained for the energy relative to the best compared isomer or geometry (same formula, charge and spin) is 154.6 kJ/mol. The molar mass comes out at 127.51 g/mol. The SMILES is CP(Cl)NCO.

=====

Entry 3:
The following is a quantum chemistry calculation of a structure of composition C9H15FeO5 in a non-equilibrium geometry, from the Open Molecules 2025 dataset.

```
! RIJCOSX wB97M-V def2-TZVPD def2/J DEFGRID3
* xyz 0 6
Fe 0.169 0.449 0.824
O -1.981 -1.424 1.398
O -1.603 1.678 0.734
O 0.005 1.045 -1.183
O 0.441 0.284 2.745
O 2.176 0.473 0.081
C 3.218 -0.161 0.824
C 0.019 -1.067 2.750
C -1.987 1.975 -0.381
C -2.133 -1.450 -1.005
C -1.144 1.728 -1.591
C -2.618 -1.598 0.242
C 1.205 1.206 -1.952
C 2.242 0.391 -1.278
C -0.520 -1.477 1.384
H 2.928 -0.089 1.877
H -0.895 2.703 -2.043
H -1.730 1.145 -2.322
H -2.973 2.445 -0.539
H 1.449 2.283 -1.955
H 2.846 -0.396 -1.727
H -2.826 -1.560 -1.839
H -0.729 -1.250 3.554
H 4.167 0.356 0.634
H -3.664 -1.878 0.406
H 1.064 0.863 -2.985
H -0.233 -2.506 1.105
H -1.075 -1.223 -1.258
H 0.887 -1.729 2.970
H 3.294 -1.216 0.530
*
```

As for the energy: -1991.61193 Ha. The HOMO energy (spin up / spin down) is -6.1 / -6.8 eV. The value obtained for the HOMO-LUMO gap (spin up / spin down) is 6.29 / 6.27 eV. The largest force on an atom comes out at 2.1 eV/A. The molar mass comes out at 259.06 g/mol.

=====

Entry 4:
The following is a quantum chemistry calculation of an isolated molecule of C7H5F4I in a non-equilibrium geometry, from the Open Molecules 2025 dataset.

```
! RIJCOSX wB97M-V def2-TZVPD def2/J DEFGRID3
* xyz 0 1
I -2.102 0.720 1.307
F 2.022 0.103 0.149
F -0.189 0.089 -3.182
F -0.844 -1.948 -1.410
F 0.595 2.968 0.505
C 0.355 1.732 -0.102
C -0.002 1.635 -1.382
C -0.278 -0.542 0.556
C -0.238 -1.771 1.392
C -0.226 0.270 -1.870
C 0.815 0.512 0.635
C -0.554 -0.731 -1.047
H 0.461 -2.405 0.889
H 1.156 0.744 1.764
H 0.186 -1.402 2.359
H -0.070 2.486 -1.974
H -1.087 -2.460 1.410
*
```

As for the energy: -966.80431 Ha. The HOMO energy is -8.9 eV. The value obtained for the HOMO-LUMO gap is 8.35 eV. The largest force on an atom comes out at 4.5 eV/A. The value obtained for the energy relative to the best compared isomer or geometry (same formula, charge and spin) is 120.2 kJ/mol. The molar mass comes out at 292.01 g/mol. The SMILES is C[C@]1(I)C(F)=C(F)C=C(F)[C@@H]1F.

=====

Entry 5:
The following is a quantum chemistry calculation of a structure of composition C40H38Br4FN4O3S2Y in a non-equilibrium geometry, from the Open Molecules 2025 dataset.

```
! RIJCOSX wB97M-V def2-TZVPD def2/J DEFGRID3
* xyz -2 1
Y 0.068 -0.327 -0.141
Br 1.331 -1.178 -5.265
Br 2.005 4.273 -1.723
Br 2.956 4.259 -4.924
Br 2.478 1.550 -6.727
S -3.241 3.908 2.873
S -1.907 -3.046 -2.692
F -1.880 0.077 -0.435
O 0.808 1.650 -0.953
O -2.403 -4.433 -2.846
O 0.513 -0.633 -2.400
N 2.053 -0.347 2.913
N -1.247 2.454 1.172
N 0.273 0.968 1.973
N 2.393 -0.578 0.579
C 1.985 1.582 -4.894
C 0.356 -5.050 0.987
C -6.298 1.615 4.126
C 5.057 -1.284 1.130
C 0.840 0.324 3.043
C -0.728 1.350 4.504
C 2.855 -0.621 1.857
C 2.152 2.730 -4.150
C 4.579 -1.229 -0.190
C -2.349 -4.009 0.463
C -2.171 3.611 5.371
C -2.004 -2.184 2.048
C -3.661 -4.058 0.840
C 1.175 1.633 -2.188
C -3.311 -2.281 2.422
C 0.882 3.934 5.121
C 1.014 0.417 -2.963
C 0.061 4.233 6.216
C -4.330 2.511 3.086
C -5.336 2.606 4.038
C 0.061 -3.596 1.324
C -0.538 1.975 2.206
C 0.188 0.362 4.289
C -6.270 0.551 3.241
C -1.406 -3.092 1.078
C -3.382 -2.038 -2.254
C 0.628 3.229 3.982
C -1.829 -2.407 -4.415
C -0.673 2.559 3.607
C -1.762 3.642 3.944
C 1.756 2.732 -2.814
C 0.710 -3.240 2.645
C 1.436 0.450 -4.289
C -5.260 0.455 2.297
C 3.260 -0.889 -0.389
C -4.275 1.425 2.224
C -1.298 3.928 6.364
C 4.192 -0.987 2.143
C -0.169 -2.604 0.244
C -4.164 -3.235 1.851
H -3.489 -2.047 -1.174
H -1.700 3.987 7.373
H -1.272 4.603 3.751
H -3.481 1.337 1.498
H -1.754 3.321 1.252
H 0.552 4.685 7.072
H -5.237 -0.373 1.605
H 0.485 -2.227 2.954
H 6.084 -1.549 1.338
H -1.358 1.363 5.379
H -1.005 -2.903 -4.914
H 5.223 -1.453 -1.025
H -3.706 -1.591 3.156
H 2.489 -0.521 3.808
H 2.862 -0.867 -1.398
H 1.795 -3.341 2.561
H 4.510 -1.012 3.176
H 1.441 3.063 3.290
H -3.176 3.290 5.608
H -1.637 -1.345 -4.348
H -0.146 -5.712 1.695
H -7.048 -0.200 3.279
H -4.322 -4.745 0.327
H 1.430 -5.232 1.057
H 1.909 4.283 5.212
H -1.386 -1.410 2.484
H -4.250 -2.479 -2.732
H 0.029 -5.312 -0.015
H 0.367 -3.920 3.426
H -0.171 -3.145 -0.717
H -5.357 3.463 4.698
H -3.215 -1.019 -2.584
H -7.080 1.683 4.872
H -5.193 -3.314 2.172
H -2.758 -2.618 -4.933
H -2.018 -4.625 -0.358
H 0.372 -0.409 5.028
H -1.040 2.065 0.258
*
```

As for the energy: -13222.49697 Ha. The HOMO energy (spin up / spin down) is -0.9 / -0.9 eV. The value obtained for the HOMO-LUMO gap (spin up / spin down) is 4.70 / 4.71 eV. The largest force on an atom comes out at 1.9 eV/A. The value obtained for the energy relative to the best compared isomer or geometry (same formula, charge and spin) is 302.5 kJ/mol. The molar mass comes out at 1114.42 g/mol.